# 1
C6H25N2O5 | ωB97M-V/def2-TZVPD

Each line ends with the natural charge from an NBO analysis.
Atoms and positions in Å:
N: 0.220 0.460 -0.418  -0.749
C: 0.258 -0.058 1.031  -0.050
C: -1.222 -0.562 1.357  -0.497
C: -1.852 -1.637 0.529  -0.224
C: -3.191 -1.870 0.407  -0.371
C: 0.478 1.229 2.050  -0.230
N: 1.643 1.932 1.634  -0.655
C: 2.760 0.988 2.022  -0.450
H: 0.924 1.227 -0.536  0.440
H: 0.719 -0.261 -0.820  0.463
H: -0.738 0.688 -0.878  0.495
H: 1.082 -0.707 1.330  0.232
H: -1.756 0.448 1.579  0.236
H: -1.223 -0.904 2.406  0.270
H: -1.168 -2.355 -0.030  0.194
H: -3.298 -2.877 -0.076  0.208
H: -4.077 -1.323 0.696  0.228
H: -0.357 2.016 2.184  0.222
H: 0.603 0.586 2.946  0.182
H: 1.870 2.800 2.296  0.389
H: 2.636 -0.039 1.746  0.191
H: 3.666 1.499 1.484  0.214
H: 3.000 1.097 3.145  0.206
H: 1.689 -0.859 -2.558  0.505
H: 2.959 -0.221 -1.757  0.498
O: 2.167 -0.838 -1.697  -0.971
H: -1.151 -0.865 -3.125  0.496
H: -1.481 -1.533 -1.787  0.504
O: -0.749 -0.935 -2.198  -0.994
H: -2.827 2.104 -2.816  0.491
H: -1.269 1.929 -2.844  0.482
O: -2.029 1.975 -2.507  -0.969
H: 0.901 -3.387 2.971  0.480
H: 0.211 -3.443 1.543  0.469
O: 0.001 -3.235 2.526  -0.943
H: 1.085 2.968 -2.393  0.484
H: 0.992 2.477 -3.804  0.496
O: 0.683 2.240 -2.848  -0.971

Atoms 1-2, force components in eV/Å:
N -0.2 2.3 2.5
C -3.8 3.5 1.4

Computed properties:
HOMO energy ... -0.46132 Ha
M ... 205.28 g mol⁻¹
Total charge ... +1
Relative energy (zero: lowest compared OMol25 entry of this formula, charge and spin) ... 583.8 kJ/mol
Kohn-Sham gap ... 9.8 eV

# 2
C6H25O8 | ωB97M-V/def2-TZVPD

Each line ends with the natural charge from an NBO analysis.
Atoms and positions in Å:
C: 1.440 1.999 -0.733  -0.082
O: 0.105 2.486 -0.808  -0.827
C: 1.696 1.173 -2.001  -0.425
C: 0.673 0.014 -2.031  -0.459
C: 0.755 -1.092 -1.034  -0.180
C: 0.403 -2.338 -1.390  -0.199
C: 0.529 -3.480 -0.423  -0.649
H: 1.403 1.495 0.266  0.189
H: 2.107 2.859 -0.603  0.149
H: 1.579 1.920 -2.799  0.206
H: 2.643 0.616 -2.000  0.205
H: -0.351 0.435 -1.892  0.234
H: 0.499 -0.256 -3.080  0.199
H: 1.252 -0.793 -0.105  0.202
H: -0.308 -2.492 -2.195  0.189
H: 1.366 -3.401 0.297  0.211
H: 0.690 -4.427 -0.966  0.195
H: -0.393 -3.586 0.127  0.232
H: -2.149 2.848 -2.912  0.480
H: -2.301 3.370 -1.472  0.491
O: -2.748 2.907 -2.175  -0.966
H: -0.667 2.300 1.924  0.458
H: -0.362 2.186 0.051  0.511
O: -0.837 1.538 1.342  -1.183
H: 2.818 -1.138 0.058  0.472
H: 3.574 -0.685 1.209  0.476
O: 3.729 -1.146 0.374  -0.952
H: -0.481 -3.559 2.661  0.467
H: -1.737 -2.826 2.235  0.496
O: -1.397 -3.712 2.424  -0.963
H: -2.376 2.049 0.814  0.508
H: -3.347 2.586 -0.388  0.472
O: -3.209 2.563 0.583  -1.029
H: 0.405 -0.527 2.791  0.466
H: 0.259 0.665 1.935  0.500
O: 1.013 0.037 2.297  -1.047
H: -2.771 -0.378 2.885  0.462
H: -1.673 0.301 2.081  0.517
O: -1.833 -0.511 2.653  -1.025

Atoms 1-2, force components in eV/Å:
C -1.1 0.2 1.4
O -0.3 0.7 -0.2

Computed properties:
HOMO energy ... -0.21703 Ha
M ... 225.26 g mol⁻¹
Total charge ... -1
Relative energy (zero: lowest compared OMol25 entry of this formula, charge and spin) ... 18.1 kJ/mol
Kohn-Sham gap ... 9.1 eV

# 3
C6H26BF4O7 | ωB97M-V/def2-TZVPD

Each line ends with the natural charge from an NBO analysis.
Atoms and positions in Å:
B: -0.288 -0.469 -0.611  1.299
F: -0.378 -1.469 -1.528  -0.541
F: -1.438 0.281 -0.891  -0.568
F: -0.249 -0.987 0.687  -0.551
F: 0.822 0.344 -0.896  -0.559
C: -0.400 -0.888 3.785  -0.238
O: -0.611 -0.921 5.169  -0.715
H: -1.047 -1.593 3.264  0.189
H: -0.524 0.122 3.395  0.167
H: 0.625 -1.177 3.552  0.136
H: 0.054 -0.363 5.579  0.462
C: -3.956 -2.364 -1.422  -0.252
O: -4.166 -0.965 -1.729  -0.742
H: -4.038 -2.500 -0.344  0.157
H: -4.688 -2.981 -1.943  0.182
H: -2.902 -2.581 -1.596  0.175
H: -3.345 -0.482 -1.606  0.478
C: -0.113 3.145 1.224  -0.236
O: -0.983 4.137 0.847  -0.695
H: 0.813 3.190 0.651  0.150
H: 0.145 3.345 2.264  0.179
H: -0.522 2.151 1.041  0.165
H: -1.617 3.780 0.221  0.507
C: 1.117 -0.200 -4.052  -0.246
O: 0.293 0.770 -3.532  -0.735
H: 2.055 -0.134 -3.501  0.148
H: 0.508 -1.102 -3.994  0.182
H: 1.381 0.112 -5.062  0.175
H: 0.258 0.653 -2.579  0.471
C: 3.420 1.321 0.301  -0.289
O: 2.397 0.723 1.092  -0.511
H: 3.912 0.609 -0.361  0.218
H: 3.078 2.047 -0.437  0.222
H: 4.258 1.760 0.843  0.212
H: 1.605 0.598 0.563  0.512
C: 2.028 -2.719 1.292  -0.275
O: 1.973 -2.544 -0.090  -0.442
H: 2.839 -3.391 1.571  0.212
H: 2.494 -1.843 1.745  0.253
H: 1.069 -2.974 1.742  0.241
H: 1.338 -1.866 -0.332  0.507
O: -2.514 2.688 -1.131  -0.974
H: -2.566 2.930 -2.056  0.479
H: -2.137 1.808 -1.134  0.495

Atoms 1-2, force components in eV/Å:
B -2.4 0.0 -0.5
F 1.1 -1.6 -0.5

Computed properties:
HOMO energy (alpha / beta) ... -0.35243 / -0.35243 Ha
M ... 297.07 g mol⁻¹
<S²> ... 0.756
Relative energy (zero: lowest compared OMol25 entry of this formula, charge and spin) ... 192.2 kJ/mol
Multiplicity ... 2
Kohn-Sham gap (alpha / beta) ... 9.6 / 2.6 eV

# 4
C6H26NO7 | ωB97M-V/def2-TZVPD

Each line ends with the natural charge from an NBO analysis.
Atoms and positions in Å:
C: 2.489 0.277 -1.548  -0.239
C: 3.202 -0.426 -0.270  -0.479
C: 2.191 -0.636 0.812  -0.208
C: 1.662 0.272 1.715  -0.226
C: 0.883 -0.324 2.883  -0.212
C: 0.176 0.520 3.593  -0.378
N: 1.024 0.579 -1.144  -0.730
H: 2.653 -0.162 -2.689  0.259
H: 2.978 1.233 -1.754  0.221
H: 3.520 -1.456 -0.689  0.251
H: 4.094 0.166 0.106  0.255
H: 2.177 -1.741 1.098  0.237
H: 1.731 1.297 1.685  0.230
H: 1.120 -1.306 3.352  0.229
H: -0.062 1.416 3.340  0.181
H: -0.051 0.486 4.553  0.199
H: 0.964 0.743 -0.118  0.468
H: 0.290 0.109 -1.290  0.412
H: 0.768 1.515 -1.626  0.471
H: -1.502 -0.433 0.892  0.481
H: -0.611 -1.671 1.026  0.462
O: -1.112 -1.221 0.407  -1.027
H: 0.679 3.860 -0.014  0.486
H: -0.348 2.723 -0.137  0.489
O: 0.453 3.005 0.339  -0.967
H: -2.064 0.268 2.781  0.523
H: -2.962 0.531 1.454  0.490
O: -2.093 0.516 1.753  -0.924
H: -4.623 -0.697 -0.521  0.480
H: -3.641 -1.712 -0.919  0.490
O: -3.880 -0.808 -1.010  -0.958
H: -1.408 1.476 -2.380  0.519
H: -0.586 2.746 -3.065  0.514
O: -0.771 2.168 -2.282  -1.013
H: 0.102 -4.547 -0.455  0.478
H: 0.416 -3.007 -0.491  0.477
O: 0.736 -3.900 -0.455  -0.953
H: -2.789 -0.493 -3.396  0.490
H: -2.476 -0.330 -2.192  0.486
O: -1.976 -0.156 -2.960  -0.965

Atoms 1-2, force components in eV/Å:
C 0.5 -0.6 -1.2
C 0.1 -0.6 -2.5

Computed properties:
HOMO energy ... -0.44590 Ha
M ... 224.27 g mol⁻¹
Total charge ... +1
Relative energy (zero: lowest compared OMol25 entry of this formula, charge and spin) ... 452.4 kJ/mol
Kohn-Sham gap ... 9.4 eV

# 5
C6H26O7 | ωB97M-V/def2-TZVPD

Each line ends with the natural charge from an NBO analysis.
Atoms and positions in Å:
C: 1.151 1.512 1.945  -0.630
C: 1.838 0.517 1.070  -0.101
O: 1.097 0.352 -0.157  -0.771
H: 1.821 1.716 2.780  0.200
H: 0.177 1.242 2.354  0.211
H: 1.182 2.456 1.402  0.202
H: 1.985 -0.422 1.603  0.160
H: 2.836 0.874 0.817  0.158
H: 1.544 -0.425 -0.500  0.497
C: -2.802 -0.710 1.852  -0.631
C: -2.311 -1.999 2.541  -0.113
O: -2.515 -1.828 3.944  -0.753
H: -2.627 -0.588 0.783  0.227
H: -2.299 0.165 2.265  0.206
H: -3.857 -0.591 2.099  0.199
H: -1.227 -2.100 2.478  0.153
H: -2.787 -2.921 2.207  0.157
H: -2.214 -2.622 4.391  0.463
C: -1.258 -0.043 -3.762  -0.629
C: -1.282 -0.737 -2.455  -0.091
O: -2.083 -1.891 -2.668  -0.755
H: -2.239 0.136 -4.201  0.197
H: -0.681 -0.524 -4.552  0.199
H: -0.807 0.947 -3.695  0.217
H: -1.652 -0.179 -1.595  0.173
H: -0.254 -0.951 -2.164  0.177
H: -1.501 -2.647 -2.772  0.463
O: 2.179 -2.382 -0.097  -1.463
H: 1.857 -2.641 0.767  0.351
H: 2.084 -3.169 -0.634  0.377
O: 0.218 4.832 0.329  -0.941
H: 0.250 4.976 1.274  0.479
H: -0.092 5.664 -0.030  0.474
O: 4.262 -1.190 -1.594  -0.984
H: 3.614 -1.231 -0.890  0.486
H: 4.814 -1.960 -1.457  0.456
O: 0.631 2.840 -1.598  -0.985
H: 0.409 3.511 -0.954  0.475
H: 0.537 2.013 -1.125  0.492

Atoms 1-2, force components in eV/Å:
C 0.9 0.9 0.3
C -0.3 -0.1 -0.3

Computed properties:
HOMO energy (alpha / beta) ... 0.00562 / -0.26834 Ha
M ... 210.27 g mol⁻¹
Total charge ... -1
<S²> ... 0.750
Relative energy (zero: lowest compared OMol25 entry of this formula, charge and spin) ... 21.3 kJ/mol
Multiplicity ... 2
Kohn-Sham gap (alpha / beta) ... 2.1 / 9.5 eV

# 6
C6H27B3NO2Sn | ωB97M-V/def2-TZVPD

Each line ends with the natural charge from an NBO analysis.
Atoms and positions in Å:
Sn: -0.210 -0.553 -0.041  1.355
B: 0.850 -2.350 -1.243  -0.769
H: 0.790 -2.056 -0.207  -0.060
H: 1.806 -2.212 -1.724  -0.042
H: 0.630 -3.405 -1.299  0.022
H: 0.116 -1.791 -1.802  0.038
B: -1.648 -0.437 -2.021  -0.807
H: -2.247 -0.947 -2.759  0.013
H: -1.610 0.620 -2.236  -0.044
H: -2.087 -0.596 -1.048  0.008
H: -0.643 -0.829 -1.991  0.004
B: -1.619 -2.357 0.007  -0.924
H: -1.098 -2.073 0.908  -0.002
H: -2.319 -3.126 0.294  0.039
H: -2.123 -1.477 -0.363  0.046
H: -0.948 -2.679 -0.774  0.081
C: -2.972 2.047 -1.196  -0.242
O: -2.056 1.558 -0.180  -0.537
C: -1.471 2.609 0.569  -0.062
C: -0.529 2.121 1.690  -0.245
N: 0.501 1.295 1.123  -0.663
C: 1.575 1.061 2.106  -0.251
C: 2.843 0.320 1.553  -0.069
O: 2.456 -0.766 0.687  -0.558
C: 3.565 -1.447 0.043  -0.267
H: -3.758 2.598 -0.680  0.143
H: -3.440 1.213 -1.719  0.248
H: -2.450 2.724 -1.872  0.171
H: -2.265 3.206 1.018  0.168
H: -0.899 3.265 -0.087  0.153
H: -1.050 1.418 2.340  0.201
H: -0.066 2.905 2.289  0.178
H: 0.905 1.895 0.419  0.368
H: 1.179 0.408 2.884  0.201
H: 1.982 1.945 2.595  0.177
H: 3.373 -0.197 2.353  0.181
H: 3.444 0.895 0.849  0.171
H: 4.356 -1.658 0.762  0.148
H: 3.965 -0.829 -0.761  0.163
H: 3.170 -2.316 -0.483  0.264

Atoms 1-2, force components in eV/Å:
Sn -1.4 -0.9 -1.9
B 1.6 -0.9 -1.6

Computed properties:
HOMO energy ... -0.09654 Ha
M ... 296.43 g mol⁻¹
Total charge ... -1
Relative energy (zero: lowest compared OMol25 entry of this formula, charge and spin) ... 948.2 kJ/mol
Kohn-Sham gap ... 5.3 eV

# 7
C6H27B3NSn | ωB97M-V/def2-TZVPD

Each line ends with the natural charge from an NBO analysis.
Atoms and positions in Å:
Sn: -0.094 -1.294 -1.298  1.466
B: 0.722 -4.522 -0.736  -0.762
H: 1.659 -4.947 -1.060  -0.031
H: 0.346 -3.882 -1.520  -0.070
H: 0.036 -5.340 -0.584  0.020
H: 0.858 -3.955 0.171  0.000
B: -0.524 -1.768 1.824  -0.903
H: -0.762 -2.060 2.835  0.066
H: 0.219 -2.412 1.379  0.027
H: -1.406 -1.739 1.204  0.011
H: -0.065 -0.794 1.896  -0.040
B: -2.780 -3.125 -1.109  -0.801
H: -3.372 -3.627 -0.360  0.034
H: -1.748 -3.407 -0.968  0.007
H: -3.104 -3.468 -2.079  -0.024
H: -2.817 -2.049 -1.032  -0.048
C: -1.936 1.871 0.667  -0.623
C: -0.880 2.533 -0.242  -0.221
N: 0.392 1.800 -0.243  -0.458
C: 0.995 1.762 1.107  -0.243
C: 1.566 3.088 1.666  -0.644
C: 1.304 2.416 -1.213  -0.228
C: 2.418 1.492 -1.605  -0.606
H: -1.694 2.235 1.666  0.202
H: -1.946 0.782 0.628  0.252
H: -2.928 2.209 0.367  0.211
H: -1.258 2.365 -1.250  0.180
H: -0.852 3.620 -0.165  0.173
H: 0.275 1.323 1.797  0.247
H: 1.816 1.046 1.093  0.199
H: 1.818 2.893 2.708  0.223
H: 2.442 3.431 1.116  0.197
H: 0.792 3.855 1.674  0.199
H: 1.628 3.418 -0.930  0.180
H: 0.742 2.507 -2.143  0.190
H: 3.030 1.927 -2.396  0.215
H: 2.069 0.595 -2.117  0.191
H: 3.037 1.222 -0.749  0.214

Atoms 1-2, force components in eV/Å:
Sn -1.9 -3.6 2.9
B 1.1 -0.2 1.1

Computed properties:
HOMO energy ... -0.19831 Ha
M ... 264.44 g mol⁻¹
Total charge ... -1
Relative energy (zero: lowest compared OMol25 entry of this formula, charge and spin) ... 527.5 kJ/mol
Kohn-Sham gap ... 6.4 eV

# 8
C6H27NO6 | ωB97M-V/def2-TZVPD

Each line ends with the natural charge from an NBO analysis.
Atoms and positions in Å:
C: 1.321 -0.473 2.843  -0.607
C: 0.734 -1.297 1.705  -0.247
C: 1.010 -2.778 1.862  -0.604
C: 1.226 -0.780 0.344  -0.392
C: 0.433 0.412 -0.189  -0.043
C: -1.039 0.164 -0.596  -0.616
N: 1.105 1.093 -1.326  -0.886
H: 1.119 -0.892 3.828  0.209
H: 0.867 0.523 2.858  0.213
H: 2.393 -0.281 2.751  0.202
H: -0.344 -1.118 1.716  0.214
H: 2.072 -2.983 2.031  0.212
H: 0.678 -3.439 1.064  0.195
H: 0.564 -3.177 2.784  0.196
H: 1.155 -1.613 -0.366  0.196
H: 2.286 -0.541 0.312  0.195
H: 0.492 1.178 0.597  0.165
H: -1.630 0.796 0.046  0.253
H: -1.285 -0.886 -0.508  0.204
H: -1.108 0.476 -1.635  0.199
H: 2.113 1.179 -1.268  0.368
H: 0.929 0.574 -2.181  0.371
O: -3.164 -0.693 1.399  -0.972
H: -4.061 -0.395 1.572  0.468
H: -3.139 -1.654 1.541  0.493
O: 2.699 3.234 0.174  -0.937
H: 2.450 2.407 0.599  0.464
H: 1.987 3.846 0.386  0.476
O: -1.063 3.049 -0.500  -0.971
H: -1.231 3.728 -1.169  0.468
H: -0.239 2.644 -0.812  0.491
O: -2.362 -3.384 1.708  -0.948
H: -1.911 -3.251 2.548  0.482
H: -1.689 -3.664 1.080  0.483
O: -1.060 2.502 -3.729  -0.945
H: -1.537 2.353 -2.901  0.472
H: -0.145 2.356 -3.454  0.472
O: 0.970 -1.457 -2.945  -0.941
H: 0.575 -1.355 -3.822  0.474
H: 0.873 -2.414 -2.849  0.473

Atoms 1-2, force components in eV/Å:
C -0.2 0.6 0.3
C 0.2 0.4 -0.5

Computed properties:
HOMO energy ... -0.34025 Ha
M ... 209.28 g mol⁻¹
SMILES string ... CC(C)C[C@H](C)N.O.O.O.O.O.O
Relative energy (zero: lowest compared OMol25 entry of this formula, charge and spin) ... 0.0 kJ/mol
Kohn-Sham gap ... 9.5 eV